The following is a DFT calculation (ωB97M-V with the def2-TZVPD basis set) of a molecular structure, C21H43HoN2P3S2 at a distorted geometry.

Values from the calculation:
- HOMO-LUMO gap (alpha / beta) (eV) = 6.44 / 6.53
- energy relative to the best compared isomer or geometry (same formula, charge and spin) (kcal per mole) = 0.00
- net charge = +3
- ⟨S²⟩ = 6.0056
- multiplicity = 5

The geometry in XYZ format:
```
72
C21H43HoN2P3S2, DFT ωB97M-V with the def2-TZVPD basis set
Ho -0.1364 0.4073 -0.5918
P 0.3856 -1.8032 0.8737
P 1.6947 -0.3436 -2.2906
P -1.8294 -1.7647 -1.7985
H 0.0866 3.4400 3.4111
C -0.6875 2.7572 3.7743
C -0.6516 1.3980 3.7900
H 0.1275 0.5975 3.9497
C 1.4959 -1.6163 2.2902
C 1.3411 -3.1144 0.0515
C -0.9303 -2.6290 1.7874
C 1.5473 1.1547 -3.3325
C 3.4609 -0.4189 -1.9072
C 1.4572 -1.7580 -3.3886
C -3.3208 -2.0490 -0.7809
C -1.3634 -3.5421 -2.1164
C -2.5819 -1.3626 -3.3979
H -1.6386 3.2714 3.9745
H -1.6077 0.9426 3.5129
H 1.1439 -0.8246 2.9608
H 2.4975 -1.3786 1.9359
H 1.5068 -2.5863 2.8033
H 2.3433 -2.7568 -0.2181
H 0.8374 -3.4827 -0.8463
H 1.4231 -3.9203 0.7894
H -1.4055 -1.8803 2.4316
H -0.4174 -3.3785 2.4009
H -1.6723 -3.0860 1.1287
H 2.2228 0.9849 -4.1813
H 1.8423 2.0581 -2.7741
H 0.5169 1.3216 -3.6894
H 4.0303 -0.6104 -2.8320
H 3.6459 -1.2196 -1.1703
H 3.7672 0.5306 -1.4419
H 2.2194 -1.7020 -4.1738
H 0.4470 -1.7683 -3.8167
H 1.5667 -2.6884 -2.8186
H -4.1977 -1.6843 -1.3319
H -3.2390 -1.5006 0.1675
H -3.4281 -3.1244 -0.5728
H -2.2102 -3.9897 -2.6607
H -1.2110 -4.1004 -1.1771
H -0.4631 -3.6417 -2.7433
H -3.6650 -1.4700 -3.2742
H -2.2203 -2.0705 -4.1492
H -2.3454 -0.3406 -3.6998
C -2.7985 3.3594 -0.6817
C -3.2359 3.7583 -1.9633
C -4.5635 4.1282 -2.2008
C -5.4656 4.0405 -1.1210
C -5.0401 3.7539 0.1768
C -3.7048 3.3935 0.4005
S -1.1452 2.7316 -0.5784
H -1.0859 1.6769 0.6310
H -2.5545 3.6670 -2.8090
H -4.9064 4.4346 -3.2049
H -6.5191 4.2232 -1.3188
H -5.7499 3.7921 1.0046
H -3.3980 3.0182 1.3863
C 2.8511 1.6952 3.9278
N 3.6635 0.9522 2.9801
C 4.6649 0.0862 3.3799
C 5.1508 -0.4963 2.2591
N 4.4325 0.0059 1.1842
C 3.4185 0.8423 1.6278
S 2.0218 1.4555 0.8081
H 2.6095 2.6520 3.4739
H 1.9421 1.1453 4.1830
H 3.4470 1.8114 4.8318
H 4.9597 0.0007 4.4138
H 5.9698 -1.1753 2.1392
H 4.6511 -0.2096 0.2128
```